Record 1
Molecular formula: C3H6SSe
Method: DFT, ωB97M-V with the def2-TZVPD basis set

Geometry as XYZ:
```
11
Properties=species:S:1:pos:R:3:forces:R:3:lowdin_charge:R:1
C 1.234640 0.693544 0.602634 1.57 1.82 -3.31 -0.4352
C 0.911802 0.464216 -0.866811 0.44 -0.10 1.23 -0.5013
C -1.228048 -1.326582 -0.534558 0.19 0.26 -0.13 -0.4646
S 0.049982 1.886062 -0.260786 2.03 -0.52 -0.30 0.6572
Se -2.157309 0.089720 0.175217 -0.23 -1.06 0.73 0.7438
H 0.844898 0.297598 1.466907 -1.58 -1.62 1.37 -0.0010
H 2.263541 1.017563 0.843091 -0.52 0.34 -0.32 0.0658
H 1.769957 0.505664 -1.630951 -1.68 0.04 1.14 0.0694
H -0.526958 -1.895814 0.068859 -0.26 0.26 -0.06 -0.0103
H -1.764011 -1.867653 -1.327933 0.53 0.53 0.21 -0.0139
H -1.398493 0.135681 1.464330 -0.47 0.05 -0.56 -0.1099
```
Positions in Å, forces in eV/Å.

The HOMO energy (spin up / spin down) is -7.71 / -7.25 eV. The spin multiplicity is 1. The LUMO energy (spin up / spin down) comes out at 0.23 / -0.06 eV. For the electronic energy, the calculation gives -79384.31229 eV. For the energy relative to the best compared isomer or geometry (same formula, charge and spin), the calculation gives 337.6 kJ/mol.

=====

Record 2
Molecular formula: C3H6Si
Method: DFT, ωB97M-V with the def2-TZVPD basis set

Geometry as XYZ:
```
10
Properties=species:S:1:pos:R:3:forces:R:3:lowdin_charge:R:1
Si 0.204755 1.627497 0.536691 -1.89 -0.57 -0.55 0.6457
C -0.224781 -0.145793 0.052804 1.96 1.50 -0.32 -0.4129
C -0.457923 -1.348526 0.404313 -0.40 -1.35 -0.61 -0.1119
C 0.214707 -1.244602 -0.982826 1.05 -1.28 1.12 -0.1608
H -0.220649 1.864293 1.959939 1.17 -0.30 -0.03 -0.0813
H -0.899089 2.531393 0.052745 0.65 -0.12 -0.58 -0.0926
H 1.521501 1.779516 -0.165694 -0.26 0.41 0.76 -0.0588
H -0.977542 -1.968148 1.128155 0.43 -0.01 -0.18 0.0931
H 1.342651 -1.764471 -1.199840 -3.14 1.91 0.86 0.1370
H -0.503630 -1.331159 -1.786286 0.43 -0.19 -0.47 0.0425
```
Positions in Å, forces in eV/Å.

The HOMO energy is -9.57 eV. The spin multiplicity is 1. The LUMO energy comes out at 0.99 eV. For the electronic energy, the calculation gives -11081.80088 eV. For the energy relative to the best compared isomer or geometry (same formula, charge and spin), the calculation gives 178.0 kJ/mol.

=====

Record 3
Molecular formula: C3H6Si
Method: DFT, ωB97M-V with the def2-TZVPD basis set

Geometry as XYZ:
```
10
Properties=species:S:1:pos:R:3:forces:R:3:lowdin_charge:R:1
C -1.084907 -0.196802 -0.085240 -0.47 0.95 0.05 -0.3430
C 0.018512 -0.058253 -0.568528 3.90 -0.57 0.91 -0.0971
C -2.514401 0.038847 0.135213 1.56 -1.18 -0.77 -0.1412
Si 2.828223 -0.017421 0.044777 -4.33 1.01 -0.52 0.8445
H -2.816879 -0.482020 0.979117 -0.59 -0.69 2.13 0.0367
H -2.711563 1.083845 0.250822 -0.59 0.45 -0.52 0.0721
H -2.948273 -0.589103 -0.625060 -1.03 0.79 -0.84 0.0722
H 3.001305 0.124736 -1.299355 0.59 0.51 -2.43 -0.1750
H 3.565900 -1.121653 0.421647 0.70 -1.64 1.26 -0.1476
H 2.662079 1.217822 0.746609 0.26 0.37 0.73 -0.1215
```
Positions in Å, forces in eV/Å.

The HOMO energy is -8.68 eV. The spin multiplicity is 1. The LUMO energy comes out at -1.18 eV. For the electronic energy, the calculation gives -11079.46436 eV. For the energy relative to the best compared isomer or geometry (same formula, charge and spin), the calculation gives 403.5 kJ/mol.

=====

Record 4
Molecular formula: C3H6Si
Method: DFT, ωB97M-V with the def2-TZVPD basis set

Geometry as XYZ:
```
10
Properties=species:S:1:pos:R:3:forces:R:3:lowdin_charge:R:1
C 1.944424 0.444930 0.290939 -2.39 0.32 1.40 -0.0549
C 0.711346 0.082838 0.064033 3.01 0.32 -0.69 -0.1357
C 1.507260 0.349462 -1.171315 1.32 -2.98 -1.82 -0.1524
Si -1.807704 -0.296422 0.803483 -0.58 1.26 -0.60 0.5684
H 2.647083 0.913605 0.943018 0.53 -0.11 -0.05 0.0847
H 1.467965 1.168211 -1.850122 -0.49 1.03 -0.03 0.0637
H 1.983890 -0.551686 -1.712073 -0.89 1.27 0.62 0.0991
H -2.676224 0.328065 1.778885 -0.77 -0.02 0.22 -0.2034
H -1.546787 -1.700383 1.033633 0.10 -0.47 -0.15 -0.1602
H -2.004992 0.258773 -0.628767 0.16 -0.62 1.10 -0.1092
```
Positions in Å, forces in eV/Å.

The HOMO energy (spin up / spin down) is -6.07 / -9.77 eV. The spin multiplicity is 3. The LUMO energy (spin up / spin down) comes out at 1.06 / -2.64 eV. For the electronic energy, the calculation gives -11077.32645 eV. As for the expectation value of S²: 2.0081. For the energy relative to the best compared isomer or geometry (same formula, charge and spin), the calculation gives 322.7 kJ/mol.

=====

Record 5
Molecular formula: C3H7BClFHfO3
Method: DFT, ωB97M-V with the def2-TZVPD basis set

Geometry as XYZ:
```
17
Properties=species:S:1:pos:R:3:forces:R:3:lowdin_charge:R:1
Hf -0.005442 -4.077412 0.178126 4.62 5.64 1.12 2.1894
B 2.433008 -3.594122 0.232546 -2.12 -0.40 -0.23 -0.2580
H 2.159398 -4.592922 0.535486 -2.18 -5.17 1.79 -0.0157
H 3.442828 -3.423112 0.572046 3.40 0.65 1.40 0.0783
H 2.458388 -3.569792 -0.845884 -0.50 -0.10 -4.99 0.0541
H 1.776888 -2.799712 0.552956 -3.76 3.47 1.93 -0.0657
Cl -0.624762 -1.441372 0.750296 0.65 -4.65 -0.97 0.0829
C -1.510212 2.730028 0.669826 -0.43 -1.11 -0.90 0.0502
C -1.875452 1.749798 -0.497024 -2.30 2.34 1.96 -0.2742
O -0.662012 1.624128 -1.172274 1.34 -1.12 -1.69 0.1968
C 0.152668 2.597888 -0.904914 -5.04 0.79 4.70 -0.3576
O 1.289988 2.651528 -1.321354 2.41 0.79 -1.03 0.5346
O -0.345552 3.405498 0.104106 1.76 -0.83 -1.92 0.1798
F -2.798912 2.308148 -1.318804 0.78 -0.53 0.23 0.1326
H -1.304372 2.187368 1.592466 0.78 0.05 -0.08 0.1512
H -2.309912 3.416258 0.948516 0.21 0.53 -0.61 0.1761
H -2.276532 0.827808 -0.076124 0.39 -0.35 -0.68 0.1450
```
Positions in Å, forces in eV/Å.

As for the total charge: +3. The HOMO energy (spin up / spin down) is -22.23 / -22.13 eV. The spin multiplicity is 2. The LUMO energy (spin up / spin down) comes out at -16.72 / -16.72 eV. For the electronic energy, the calculation gives -26546.27614 eV. As for the expectation value of S²: 0.7569.

=====

Record 6
Molecular formula: C3H7BO
Method: DFT, ωB97M-V with the def2-TZVPD basis set

Geometry as XYZ:
```
12
Properties=species:S:1:pos:R:3:forces:R:3:lowdin_charge:R:1
B 0.016121 -0.396489 -0.422843 -2.34 -0.41 1.40 -0.6637
C 1.292542 -0.058309 -1.031871 2.66 1.35 -1.67 0.0135
C 0.187938 -1.023296 1.066229 -3.56 0.10 -0.73 -0.0628
C -0.675109 1.113599 -0.326582 -1.29 1.83 -0.41 -0.0833
O 2.228784 0.426144 -1.466068 -0.89 -0.87 0.53 0.2717
H -0.663862 -1.115494 -1.082905 0.20 -0.23 -0.53 0.1146
H -0.901164 -0.790481 1.431391 2.16 -0.30 -0.04 0.0963
H 0.922530 -0.522106 1.617266 0.91 0.48 1.28 0.0339
H 0.221881 -2.096840 1.089591 0.62 -0.45 0.07 0.0406
H -1.602651 1.196873 -1.085744 2.26 0.00 1.65 0.0950
H 0.074749 1.975806 -0.528683 -1.51 -1.14 0.25 0.0689
H -1.101758 1.290594 0.740217 0.78 -0.36 -1.80 0.0753
```
Positions in Å, forces in eV/Å.

The HOMO energy is -10.61 eV. The spin multiplicity is 1. The LUMO energy comes out at 0.45 eV. For the electronic energy, the calculation gives -5947.11957 eV. For the energy relative to the best compared isomer or geometry (same formula, charge and spin), the calculation gives 81.5 kJ/mol.

=====

Record 7
Molecular formula: C3H7BO3
Method: DFT, ωB97M-V with the def2-TZVPD basis set

Geometry as XYZ:
```
14
Properties=species:S:1:pos:R:3:forces:R:3:lowdin_charge:R:1
C 0.728926 -0.269408 -1.353061 -4.29 -0.41 0.09 0.0255
C 0.862052 0.207424 -0.123393 0.82 -0.84 0.67 -0.5256
C 2.163107 0.562541 0.569361 1.84 1.27 0.28 -0.0574
O -0.052474 0.161031 0.854401 -5.13 -0.61 -1.20 -0.0386
B -1.776510 -0.233536 0.380428 5.27 1.95 1.59 -0.5149
O -2.294686 -0.882503 1.403830 -0.11 -0.53 0.24 0.2540
O -2.134706 0.398505 -0.730424 -0.76 -0.47 -0.40 0.2225
H -0.293300 -0.613058 -1.807379 2.12 0.69 1.14 0.0887
H 1.517401 -0.385180 -1.968492 2.60 -0.07 -1.92 0.0028
H 3.197790 0.227697 0.101493 -2.43 0.45 0.74 0.1102
H 2.274882 1.709494 0.779473 -0.40 -2.00 -0.50 0.1010
H 1.978696 0.095659 1.564112 0.87 0.32 -0.57 0.0768
H -3.234667 -1.033245 1.473741 -0.36 -0.02 -0.12 0.1218
H -2.936511 0.054584 -1.144086 -0.05 0.26 -0.03 0.1331
```
Positions in Å, forces in eV/Å.

The HOMO energy is -7.90 eV. The spin multiplicity is 1. The LUMO energy comes out at -0.22 eV. For the electronic energy, the calculation gives -10044.15343 eV. For the energy relative to the best compared isomer or geometry (same formula, charge and spin), the calculation gives 176.6 kJ/mol.

=====

Record 8
Molecular formula: C3H7Br2O2P
Method: DFT, ωB97M-V with the def2-TZVPD basis set

Geometry as XYZ:
```
15
Properties=species:S:1:pos:R:3:forces:R:3:lowdin_charge:R:1
C -1.132638 -0.038993 0.829051 -0.15 1.79 -1.74 -0.0616
C 0.387621 0.147362 0.547336 -2.84 -1.80 2.97 -0.5500
C 1.147831 -0.923164 1.220951 1.29 -2.25 1.86 -0.0641
O 0.606029 -0.134402 -0.770365 -0.35 1.84 -4.73 -0.3273
P -0.123552 0.873627 -1.862513 0.90 -0.49 0.42 -0.0936
O -0.435705 2.235184 -1.395090 0.26 -0.99 -0.39 -0.3628
Br -1.871863 -0.224096 -2.673646 0.46 0.23 0.20 0.4061
Br 1.309754 0.719275 -3.539250 -0.38 0.10 0.53 0.4037
H -1.471556 -1.099185 0.925711 0.19 0.99 -0.56 0.1025
H -1.416642 0.534814 1.688195 -0.04 -0.04 0.92 0.0685
H -1.600404 0.645904 -0.008762 0.07 -1.98 1.59 0.0502
H 0.646561 1.108169 0.889017 0.62 1.45 -0.18 0.1269
H 1.012282 -1.806566 0.563176 0.82 0.42 0.15 0.0981
H 0.713183 -1.379650 2.159458 0.30 1.30 -0.55 0.0999
H 2.229100 -0.658280 1.426731 -1.16 -0.57 -0.48 0.1036
```
Positions in Å, forces in eV/Å.

The HOMO energy is -10.77 eV. The spin multiplicity is 1. The LUMO energy comes out at -0.29 eV. For the electronic energy, the calculation gives -156695.04989 eV. For the energy relative to the best compared isomer or geometry (same formula, charge and spin), the calculation gives 0.0 kJ/mol.

=====

Record 9
Molecular formula: C3H7BrClN
Method: DFT, ωB97M-V with the def2-TZVPD basis set

Geometry as XYZ:
```
13
Properties=species:S:1:pos:R:3:forces:R:3:lowdin_charge:R:1
C 0.119863 -1.375613 0.862367 -1.19 2.75 0.63 -0.1579
C 0.388957 -0.230400 -1.378130 3.14 2.51 2.60 -0.1539
C -0.398007 -0.967771 -0.432319 0.98 -0.71 0.86 -0.1973
N -0.971843 2.787936 0.975051 -0.23 -0.03 -0.14 -0.9102
Cl -0.357271 2.962455 -0.598211 0.03 0.29 0.84 0.5061
Br 0.101916 1.852674 2.177048 0.08 0.47 -0.54 0.5947
H -0.125333 -2.311331 1.163938 -0.87 -3.25 0.58 0.0357
H 1.145462 -1.300968 0.836382 2.50 0.33 0.56 0.0485
H -0.352454 -0.753439 1.694019 0.83 -0.36 -0.83 0.0365
H 0.484228 0.919016 -1.046862 0.11 -2.32 -0.35 0.0151
H -0.062580 -0.109443 -2.252742 -2.08 0.24 -3.97 0.0099
H 1.454362 -0.523525 -1.606441 -1.04 -0.16 0.68 0.1033
H -1.427299 -0.949592 -0.394099 -2.27 0.26 -0.93 0.0695
```
Positions in Å, forces in eV/Å.

The HOMO energy (spin up / spin down) is -9.81 / -7.19 eV. The spin multiplicity is 1. The LUMO energy (spin up / spin down) comes out at -0.43 / -1.58 eV. For the electronic energy, the calculation gives -87273.70274 eV. For the energy relative to the best compared isomer or geometry (same formula, charge and spin), the calculation gives 407.0 kJ/mol.

=====

Record 10
Molecular formula: C3H7BrClP
Method: DFT, ωB97M-V with the def2-TZVPD basis set

Geometry as XYZ:
```
13
Properties=species:S:1:pos:R:3:forces:R:3:lowdin_charge:R:1
C 0.980260 -0.770601 0.123932 0.15 0.78 -1.18 -0.1331
C 0.405779 0.582080 0.610264 2.24 0.79 1.33 -0.3374
C 0.127289 1.584399 -0.479979 -2.14 -1.01 1.66 -0.5834
P -1.228878 2.425034 -0.947322 0.12 -0.42 0.64 0.5574
Br -2.808281 1.814054 0.600341 0.46 0.14 -0.50 0.1082
H 2.027207 -0.640929 -0.246555 -1.12 0.21 -1.15 0.0862
H 1.289293 -1.462318 0.857399 -0.62 -0.65 1.82 0.0464
H 0.196089 -1.288492 -0.493283 1.51 0.75 0.08 0.0119
H -0.507001 0.415290 1.155743 -0.07 0.02 0.62 0.0217
H 1.283911 1.088977 1.301471 -2.38 -1.14 -1.33 0.1645
H 0.970560 1.740921 -1.032297 2.12 0.78 -1.95 0.0006
Cl -1.907783 -2.728033 -0.450511 -2.49 -0.02 1.17 0.3746
H -0.828448 -2.760388 -0.999204 2.23 -0.22 -1.22 -0.3177
```
Positions in Å, forces in eV/Å.

The HOMO energy is -9.32 eV. The spin multiplicity is 1. The LUMO energy comes out at 0.09 eV. For the electronic energy, the calculation gives -95077.28803 eV. For the energy relative to the best compared isomer or geometry (same formula, charge and spin), the calculation gives 122.9 kJ/mol.